{
  "formula": "C7H13N4O3P",
  "method": "ωB97M-V/def2-TZVPD",
  "symbols": ["C", "C", "C", "C", "C", "C", "C", "N", "N", "N", "N", "O", "O", "O", "P", "H", "H", "H", "H", "H", "H", "H", "H", "H", "H", "H", "H", "H"],
  "xyz": [[-1.5455, -0.7186, -1.1386], [1.9854, 0.3944, -0.6592], [-2.9867, -0.4795, 0.4963], [1.3423, 2.1300, 0.8685], [-3.2531, -1.7892, -0.1629], [2.1836, 2.6214, -0.3167], [0.7676, -0.2991, 1.2286], [-1.7585, 0.0880, -0.0823], [1.1137, 0.7357, 0.6268], [-2.4882, -1.6182, -1.4184], [2.8970, 1.4694, -0.7301], [2.3189, -2.7029, 1.3179], [2.5208, -0.8270, -0.3871], [0.4288, -2.3864, -0.4550], [1.5251, -1.8791, 0.4118], [-0.7818, -0.4923, -1.8120], [1.3250, 0.3593, -1.4831], [-3.8964, 0.3033, 0.3240], [-2.7391, -0.4110, 1.6067], [1.8114, 2.2550, 1.9388], [0.4103, 2.8116, 1.0151], [-3.0516, -2.6585, 0.4258], [-4.2791, -1.9454, -0.3868], [1.3915, 2.8563, -1.1533], [2.9479, 3.5653, -0.0869], [0.3534, -0.1376, 2.1358], [-2.2989, -2.4106, -2.0046], [3.7562, 1.1660, -0.1191]],
  "lumo_energy_ev": -0.16,
  "mol_weight_g_mol": 232.2,
  "homo_lumo_gap_ev": 8.2,
  "relative_energy_kcal_mol": 13.9,
  "homo_ev": -8.321
}

{
  "formula": "C58H92O18S7",
  "method": "ωB97M-V/def2-TZVPD",
  "symbols": ["C", "C", "S", "C", "C", "C", "C", "O", "C", "C", "O", "C", "C", "C", "C", "O", "C", "C", "O", "C", "C", "C", "C", "C", "C", "C", "C", "C", "C", "C", "C", "C", "C", "C", "C", "C", "C", "O", "C", "C", "O", "H", "H", "H", "H", "H", "H", "H", "H", "H", "H", "H", "H", "H", "H", "H", "H", "H", "H", "H", "H", "H", "H", "H", "H", "H", "H", "H", "H", "H", "H", "H", "H", "H", "H", "H", "H", "H", "H", "H", "H", "H", "H", "H", "H", "C", "C", "C", "S", "O", "O", "C", "H", "H", "H", "H", "H", "H", "H", "H", "C", "C", "C", "S", "O", "O", "C", "H", "H", "H", "H", "H", "H", "H", "H", "C", "C", "C", "S", "O", "O", "C", "H", "H", "H", "H", "H", "H", "H", "H", "C", "C", "C", "S", "O", "O", "C", "H", "H", "H", "H", "H", "H", "H", "H", "C", "C", "C", "S", "O", "O", "C", "H", "H", "H", "H", "H", "H", "H", "H", "C", "C", "C", "S", "O", "O", "C", "H", "H", "H", "H", "H", "H", "H", "H"],
  "xyz": [[12.4713, 5.2281, 0.3769], [11.9900, 5.0179, 1.9500], [12.6844, 3.3527, 2.4873], [12.3662, 2.0367, 1.1623], [10.9166, 1.3066, 1.4404], [9.7478, 2.0382, 2.0428], [8.2733, 1.2947, 2.3080], [7.4441, 1.6919, 3.2814], [7.9251, 0.0440, 1.2540], [6.3693, -0.3453, 0.8623], [5.2935, 0.4644, 1.4596], [6.1213, -1.5750, -0.1977], [7.3356, -2.4767, -0.9018], [7.0919, -3.7194, -1.9415], [5.8013, -4.6714, -1.6021], [5.4117, -4.7157, -0.1844], [3.9156, -4.5953, -0.1882], [3.3884, -4.3304, 1.3763], [3.3058, -2.9034, 1.7235], [1.9457, -2.3648, 1.5751], [1.7682, -0.9691, 0.6715], [0.2573, -0.2970, 0.5171], [-1.1031, -0.9095, 1.1949], [-2.6187, -0.2108, 1.0810], [-3.7726, -1.2526, 0.5478], [-3.0278, 0.1206, 2.6698], [-2.5880, 1.2400, 0.3244], [-2.7689, 1.1976, -1.3012], [-2.1102, 2.6304, -1.8629], [-4.3649, 1.2654, -1.7974], [-1.9441, 0.0098, -2.0723], [-0.9348, -2.2936, 2.0843], [0.5729, -2.9620, 2.2428], [8.8798, -2.0011, -0.4703], [10.1115, -2.8227, -1.1759], [10.0871, -2.3076, -2.8830], [11.5805, -2.5856, -3.7239], [11.0303, -1.1132, -3.2410], [9.2102, -0.7920, 0.5889], [10.7026, -0.3124, 1.0842], [11.7657, -1.0986, 1.2720], [13.4021, 4.5621, 0.1312], [12.7207, 6.3609, 0.1444], [11.6165, 4.9027, -0.3662], [10.8169, 5.0814, 1.9554], [12.4054, 5.8997, 2.6021], [12.4746, 2.4413, 0.0688], [13.2399, 1.2376, 1.3013], [9.7999, 3.1841, 2.3680], [5.0163, 1.2119, 0.8386], [5.0154, -1.8535, -0.4938], [8.0180, -4.4300, -2.0904], [6.8943, -3.2295, -3.0122], [4.9395, -4.3768, -2.3372], [6.1179, -5.7841, -1.8957], [3.5385, -3.6826, -0.8173], [3.4728, -5.6318, -0.5019], [4.2575, -4.7852, 2.0568], [2.4273, -4.9579, 1.6423], [2.6653, -0.4268, 0.1307], [0.1998, 0.7021, -0.1165], [-4.7532, -0.7245, 0.1504], [-4.1227, -1.8678, 1.5094], [-3.3646, -2.0818, -0.2006], [-2.0432, 0.5904, 3.1377], [-3.9626, 0.8215, 2.7321], [-3.2107, -0.8818, 3.2918], [-3.4772, 1.8828, 0.7911], [-1.5783, 1.7977, 0.6293], [-2.5757, 2.9726, -2.8827], [-0.9441, 2.4045, -1.9394], [-2.2650, 3.3986, -0.9787], [-4.9751, 2.1063, -1.2451], [-4.3056, 1.6155, -2.9371], [-4.8836, 0.2166, -1.8140], [-0.7650, 0.1881, -2.0322], [-2.2395, -1.0817, -1.7751], [-2.2181, 0.1164, -3.2296], [-1.8501, -2.7867, 2.6264], [0.6676, -3.9266, 2.9099], [11.1850, -2.4703, -0.8712], [9.9879, -3.9872, -1.1929], [9.0209, -2.4717, -3.5232], [11.6587, -2.1386, -4.8092], [12.5386, -2.4102, -3.0713], [-9.0139, 1.8484, -4.4296], [-9.7065, 2.8392, -3.4951], [-8.9120, 2.8714, -2.1905], [-7.2287, 2.4550, -2.6202], [-6.8962, 1.1875, -2.0047], [-6.3943, 3.6310, -2.4735], [-7.5306, 2.1785, -4.3545], [-9.3912, 1.9242, -5.4535], [-9.1891, 0.8245, -4.0783], [-9.7038, 3.8357, -3.9533], [-10.7503, 2.5638, -3.3149], [-8.9349, 3.8623, -1.7299], [-9.2760, 2.1225, -1.4817], [-6.8921, 1.3730, -4.7213], [-7.3068, 3.1085, -4.8856], [-10.1252, 3.3389, 3.4558], [-11.1423, 2.2325, 3.7313], [-11.4428, 1.5442, 2.4008], [-9.9781, 1.7371, 1.3964], [-10.3038, 2.5778, 0.2636], [-9.3302, 0.4494, 1.2457], [-9.0580, 2.7079, 2.5739], [-9.6982, 3.7375, 4.3807], [-10.6123, 4.1647, 2.9236], [-10.7116, 1.5075, 4.4326], [-12.0559, 2.6269, 4.1870], [-11.6526, 0.4802, 2.5367], [-12.2761, 2.0248, 1.8808], [-8.4421, 3.4426, 2.0525], [-8.4252, 2.0252, 3.1487], [-11.4901, -1.5386, -0.6670], [-11.7178, -2.4494, -1.8725], [-12.6375, -1.7073, -2.8408], [-12.3481, 0.0346, -2.5690], [-13.5560, 0.6236, -2.0303], [-11.6609, 0.5888, -3.7184], [-11.1765, -0.1650, -1.2412], [-10.6786, -1.9029, -0.0303], [-12.4026, -1.4929, -0.0606], [-10.7574, -2.6553, -2.3606], [-12.1487, -3.4112, -1.5774], [-12.4109, -1.9552, -3.8808], [-13.6905, -1.9129, -2.6296], [-11.2937, 0.6411, -0.5150], [-10.1722, -0.1393, -1.6745], [4.8685, 4.5355, 2.3538], [4.8287, 4.0236, 3.7929], [3.5260, 4.5178, 4.4196], [2.3624, 4.6990, 3.0761], [2.0385, 6.1029, 2.9335], [1.3427, 3.6752, 3.1870], [3.4919, 4.2452, 1.7746], [5.6592, 4.0522, 1.7725], [5.0572, 5.6157, 2.3507], [4.8442, 2.9270, 3.7904], [5.6966, 4.3627, 4.3671], [3.1328, 3.8028, 5.1467], [3.6545, 5.4960, 4.8910], [3.2747, 4.8213, 0.8735], [3.3645, 3.1764, 1.5786], [-9.3045, -1.4033, 8.6406], [-9.5322, -2.3141, 7.4351], [-10.4519, -1.5720, 6.4668], [-10.1625, 0.1699, 6.7386], [-11.3704, 0.7589, 7.2773], [-9.4753, 0.7241, 5.5892], [-8.9909, -0.0297, 8.0664], [-8.4930, -1.7676, 9.2773], [-10.2170, -1.3576, 9.2470], [-8.5718, -2.5200, 6.9470], [-9.9631, -3.2759, 7.7302], [-10.2253, -1.8199, 5.4268], [-11.5049, -1.7776, 6.6780], [-9.1081, 0.7765, 8.7925], [-7.9866, -0.0039, 7.6331], [13.5368, -4.6184, -8.8407], [12.7949, -5.7583, -8.1444], [12.0348, -5.1570, -6.9634], [11.6841, -3.4620, -7.4058], [12.4153, -2.5913, -6.5095], [10.2616, -3.3151, -7.6408], [12.5253, -3.4902, -8.9765], [13.9303, -4.9248, -9.8143], [14.3809, -4.2935, -8.2206], [12.0857, -6.2141, -8.8460], [13.4804, -6.5448, -7.8135], [11.0964, -5.6856, -6.7779], [12.6449, -5.1512, -6.0560], [12.9867, -2.5205, -9.1708], [11.7842, -3.7166, -9.7489]],
  "lumo_energy_ev": -1.44,
  "mol_weight_g_mol": 1301.8,
  "homo_lumo_gap_ev": 6.4,
  "homo_ev": -7.854
}

{
  "formula": "C28H30F10N9PtS",
  "method": "ωB97M-V/def2-TZVPD",
  "symbols": ["Pt", "C", "N", "C", "C", "N", "C", "C", "F", "C", "F", "C", "F", "C", "F", "C", "F", "C", "C", "N", "C", "C", "F", "C", "F", "C", "F", "C", "F", "C", "F", "H", "H", "H", "H", "H", "H", "H", "H", "H", "H", "H", "C", "C", "C", "C", "C", "N", "H", "H", "H", "H", "H", "H", "H", "H", "H", "C", "C", "C", "C", "N", "C", "N", "N", "N", "H", "H", "H", "H", "H", "H", "H", "H", "H", "H", "S", "C", "N"],
  "xyz": [[1.3496, -0.7663, 0.1116], [4.0143, 0.6362, -0.1938], [3.4460, -0.6725, 0.2359], [3.7689, -0.8703, 1.6925], [2.7248, -1.6715, 2.4077], [1.4359, -1.0140, 2.1740], [0.3499, -1.3317, 2.9694], [-0.8029, -0.5344, 2.9332], [-0.8126, 0.5928, 2.1932], [-1.9423, -0.8135, 3.6595], [-3.0021, -0.0021, 3.5661], [-1.9868, -1.9141, 4.4950], [-3.0822, -2.1884, 5.1969], [-0.8652, -2.7155, 4.5831], [-0.8812, -3.7884, 5.3644], [0.2687, -2.4255, 3.8416], [1.2863, -3.2926, 3.9420], [3.9686, -1.6845, -0.7531], [2.9051, -2.0760, -1.7724], [1.8753, -1.0176, -1.8952], [0.8778, -1.3167, -2.8376], [0.5427, -2.5546, -3.4014], [1.1846, -3.6838, -3.0830], [-0.4755, -2.6946, -4.3373], [-0.7450, -3.8975, -4.8293], [-1.2259, -1.6084, -4.7384], [-2.2220, -1.7500, -5.6043], [-0.9209, -0.3646, -4.2135], [-1.6236, 0.7097, -4.5751], [0.1138, -0.2427, -3.3141], [0.3755, 0.9955, -2.8531], [5.0998, 0.5396, -0.1617], [3.6935, 0.8435, -1.2126], [3.7138, 1.4313, 0.4737], [4.7631, -1.3080, 1.8042], [3.7867, 0.1287, 2.1270], [2.7295, -2.7032, 2.0535], [2.9775, -1.7045, 3.4683], [4.8123, -1.2258, -1.2647], [4.3405, -2.5562, -0.2160], [3.3608, -2.2480, -2.7508], [2.4917, -3.0255, -1.4522], [-3.6283, -0.5806, -1.9174], [-3.2386, -0.5285, -0.4326], [-3.8060, 0.7273, 0.2464], [-3.6932, -1.8005, 0.3012], [-1.7768, -0.4720, -0.3493], [-0.6354, -0.4165, -0.2971], [-4.7135, -0.6468, -1.9871], [-3.1988, -1.4553, -2.4073], [-3.3013, 0.3148, -2.4469], [-4.8935, 0.6809, 0.1981], [-3.4769, 1.6329, -0.2636], [-3.5068, 0.7811, 1.2922], [-4.7812, -1.8435, 0.2706], [-3.3780, -1.7892, 1.3448], [-3.2958, -2.6967, -0.1757], [-1.4659, 4.8908, 1.2742], [-0.9017, 4.9725, -0.1403], [-1.5801, 3.9703, -1.0699], [0.6219, 4.8256, -0.1589], [1.0530, 3.4864, 0.2463], [1.1501, 2.3769, -0.4732], [1.4351, 1.3963, 0.3556], [1.5237, 1.9290, 1.5931], [1.2945, 3.1782, 1.5338], [-2.5444, 5.0467, 1.2577], [-1.0263, 5.6456, 1.9266], [-1.2800, 3.9118, 1.7221], [-1.0828, 5.9775, -0.5322], [-1.4969, 2.9504, -0.6813], [-1.1583, 3.9898, -2.0777], [-2.6423, 4.1987, -1.1545], [1.0990, 5.5193, 0.5306], [1.0182, 4.9977, -1.1594], [1.0456, 2.3101, -1.5396], [0.4337, -2.9381, 0.0625], [1.6541, -4.0167, 0.4909], [2.5046, -4.7400, 0.7844]],
  "lumo_energy_ev": [-4.47, -4.47],
  "mol_weight_g_mol": 909.7,
  "homo_lumo_gap_ev": [5.8, 5.8],
  "relative_energy_kcal_mol": 12.1,
  "homo_ev": [-10.288, -10.288],
  "total_charge": 1
}

{
  "formula": "C5H12O3",
  "method": "ωB97M-V/def2-TZVPD",
  "symbols": ["C", "C", "C", "O", "C", "C", "H", "H", "H", "H", "H", "H", "H", "H", "H", "H", "O", "H", "H", "O"],
  "xyz": [[-0.9689, -2.3111, -0.6186], [-1.1227, -0.8674, -0.1638], [-0.4384, 0.1200, -0.7223], [0.2972, 0.0223, -1.8832], [-0.7318, 1.5469, -0.4170], [0.0138, 2.4473, 0.1955], [-1.3808, -2.9929, 0.1172], [-1.4406, -2.5779, -1.5674], [0.1110, -2.4821, -0.6188], [-1.7076, -0.7500, 0.7362], [0.1806, -0.8557, -2.2660], [-1.6346, 1.9454, -0.8827], [0.9023, 2.1730, 0.7523], [-0.1053, 3.5240, 0.1926], [0.2534, -0.5428, 3.5700], [0.7946, -0.4009, 2.1936], [-0.0292, -0.6324, 2.6476], [2.7813, 0.2678, -0.2151], [1.9795, 1.3084, -0.9718], [2.2460, 1.0581, -0.0783]],
  "lumo_energy_ev": 0.56,
  "mol_weight_g_mol": 120.1,
  "homo_lumo_gap_ev": 9.1,
  "relative_energy_kcal_mol": 60.8,
  "homo_ev": -8.553
}

Which formula does entry 1 have?
C7H13N4O3P

Which formula does entry 2 have?
C58H92O18S7